Below is a 11-piece molecular cluster, C42H113N7O14 overall, with properties calculated with ωB97M-V with the def2-TZVPD basis set.

Geometry as XYZ:
```
176
Properties=species:S:1:pos:R:3:forces:R:3
C -1.0140 -1.1320 0.2595 0.277 0.807 -0.231
C -0.3018 0.1812 0.6712 -0.555 -0.643 0.511
O -0.1223 0.2607 2.0496 -1.058 1.135 1.210
H -1.8952 -1.2762 0.8847 0.235 -0.124 0.281
H -0.3339 -1.9823 0.3100 -0.226 -0.074 0.186
H -1.4157 -1.0834 -0.7526 0.192 0.055 -0.274
H -0.9534 1.0403 0.5116 0.138 0.062 -0.907
H 0.6981 0.3094 0.2567 -0.139 0.007 -0.973
H 0.5294 -0.3523 2.3976 0.875 -0.716 0.027
C 3.2656 1.3166 -1.3694 0.448 0.288 -0.393
C 4.1182 0.8631 -2.5805 0.198 -0.283 0.152
O 4.3423 -0.5267 -2.4072 -0.608 -0.207 0.805
H 3.9090 1.3265 -0.4896 0.025 -0.468 0.180
H 2.3952 0.6840 -1.1953 0.220 -0.257 -0.131
H 2.8797 2.3356 -1.3996 0.023 0.224 -0.631
H 5.0927 1.3501 -2.6146 0.121 0.445 0.471
H 3.7296 1.0476 -3.5820 -0.819 0.129 0.148
H 4.9044 -0.8655 -3.1079 0.393 0.150 -0.519
C 1.1262 -3.5609 -1.7855 0.579 0.558 0.077
C 1.8435 -3.3135 -0.4584 -0.491 -0.973 -0.571
O 1.3387 -4.2743 0.4662 -0.272 0.380 1.261
H 1.3095 -4.5980 -2.0663 -0.004 0.038 -0.237
H 1.5192 -2.8938 -2.5527 0.028 -0.111 -0.187
H 0.0479 -3.4164 -1.7190 0.071 0.132 0.207
H 1.6482 -2.3320 -0.0264 -0.067 0.008 -0.061
H 2.9237 -3.4131 -0.5642 0.109 0.028 -0.124
H 1.6631 -5.1686 0.3379 0.339 0.159 -0.396
C -2.0057 -2.7841 3.7672 -0.517 1.018 0.052
C -1.5128 -2.8009 5.1866 -0.729 -0.911 0.377
O -0.1531 -2.6727 5.1444 3.126 0.382 0.036
H -1.4741 -3.4087 3.0494 -0.113 -0.623 0.541
H -1.8087 -1.7875 3.3721 -0.278 0.325 -0.003
H -3.0823 -2.9540 3.7824 0.014 -0.124 -0.429
H -1.6621 -3.7489 5.7033 -0.960 -0.203 -0.100
H -1.8501 -1.9937 5.8368 -1.014 0.102 -0.297
H 0.1747 -2.8746 6.0238 0.361 0.067 -0.032
C 5.7069 2.1606 3.4250 0.458 0.276 1.502
O 5.0506 3.4168 3.2758 -0.517 0.115 -1.493
C 4.2992 3.3694 2.0545 -0.286 -0.159 0.996
C 3.6343 4.7535 1.7809 2.251 -0.532 -1.534
N 2.5718 4.8051 0.7896 -2.373 -0.498 4.448
C 1.3346 4.0171 1.1258 -0.182 -0.502 -1.996
C 0.0654 4.4757 0.3718 0.514 -1.008 -1.312
O -0.1527 3.5472 -0.7198 -1.337 1.967 -0.989
C -0.9443 4.2604 -1.8145 1.233 -1.141 0.283
H 6.0807 2.1544 4.4489 0.079 0.096 0.026
H 6.5880 2.0643 2.7905 -0.265 -0.072 -0.413
H 5.0253 1.3108 3.3903 -0.137 -0.046 -0.520
H 3.5461 2.5935 2.1920 -0.549 0.001 -0.074
H 4.9288 2.9733 1.2577 0.105 0.609 -0.448
H 4.3447 5.4859 1.3976 0.615 -0.181 -0.015
H 3.3711 5.2469 2.7165 -0.907 -0.174 0.387
H 2.3203 5.7769 0.6785 0.132 0.528 -1.287
H 1.1480 3.8790 2.1908 0.642 0.600 0.491
H 1.5701 3.0000 0.8124 -0.202 -0.403 -0.177
H 0.2285 5.4596 -0.0680 0.007 0.382 0.163
H -0.8406 4.5110 0.9769 0.242 -0.003 0.433
H -0.2756 4.9801 -2.2867 -0.044 0.306 0.297
H -1.9021 4.7042 -1.5431 0.273 0.037 0.755
H -1.1836 3.5608 -2.6153 0.227 -0.493 0.414
C 0.1881 0.8191 -3.4575 0.027 -0.301 -0.009
O 1.2181 0.1828 -4.1942 -0.628 0.168 0.036
C 0.7462 -0.9200 -4.9728 1.518 0.211 -0.286
C 1.9638 -1.4344 -5.7480 0.419 -1.401 1.258
N 2.9656 -2.2012 -4.9403 -1.105 0.995 -0.173
C 4.2068 -2.4683 -5.6372 0.432 1.027 0.051
C 5.1598 -1.2357 -5.9458 0.125 -0.379 0.433
O 5.8703 -0.8445 -4.7729 0.862 0.110 0.896
C 6.7061 0.3371 -4.8459 -1.235 -0.099 -0.545
H 0.6083 1.5931 -2.8154 0.191 0.036 -0.199
H -0.3304 0.1190 -2.8024 -0.020 -0.319 0.160
H -0.5740 1.2436 -4.1111 -0.034 0.217 -0.226
H 0.0868 -0.6522 -5.7984 -0.597 0.605 0.312
H 0.2511 -1.6387 -4.3198 0.090 -0.303 -0.057
H 2.4436 -0.5703 -6.2075 -0.266 0.064 -0.455
H 1.5742 -2.1684 -6.4534 0.127 0.311 -0.530
H 3.1281 -1.6814 -4.0897 0.199 0.051 0.286
H 3.9505 -2.9574 -6.5770 0.157 0.047 -0.149
H 4.7300 -3.2004 -5.0220 0.431 0.086 -0.164
H 4.6401 -0.3400 -6.2858 -0.429 -0.134 -0.384
H 5.9253 -1.5079 -6.6725 -0.195 -0.182 -0.402
H 6.0558 1.2020 -4.9767 -0.222 0.287 0.413
H 7.3495 0.4381 -5.7199 0.283 -0.878 -0.106
H 7.2920 0.4273 -3.9311 -0.177 -0.223 -0.089
C -8.7618 3.2022 -5.4520 0.007 -0.173 -0.673
O -8.1214 2.1613 -4.8005 1.508 -1.648 0.538
C -7.4239 1.2260 -5.7027 -0.456 0.609 1.163
C -6.4895 0.3421 -4.8563 -0.076 0.210 -1.613
N -5.4001 1.1223 -4.2736 -0.133 -1.056 0.044
C -4.5057 0.2390 -3.4443 -0.875 1.753 0.363
C -3.6093 1.1392 -2.5535 -0.680 -0.593 -0.071
O -4.4408 1.4911 -1.4389 0.294 0.081 -0.788
C -4.0271 2.4966 -0.5531 0.434 -0.006 -0.071
H -9.2655 2.7588 -6.3110 -0.296 0.498 -0.404
H -8.0107 3.9291 -5.7610 -0.182 0.364 -0.308
H -9.5057 3.6683 -4.8059 0.157 -0.097 0.124
H -6.8638 1.7545 -6.4742 0.052 0.283 0.044
H -8.2160 0.6432 -6.1728 0.119 -0.288 -0.180
H -5.9876 -0.3799 -5.5004 -0.218 -0.115 -0.486
H -7.1539 -0.2779 -4.2545 0.211 0.188 1.051
H -5.8831 1.8486 -3.7644 0.485 0.135 0.806
H -3.9478 -0.4530 -4.0751 0.113 0.289 -0.208
H -5.1582 -0.3504 -2.8002 0.248 -0.304 0.372
H -3.2652 1.9902 -3.1412 -0.311 0.475 -0.001
H -2.6929 0.6541 -2.2176 0.001 -0.407 0.258
H -3.9274 3.4520 -1.0682 -0.161 0.236 0.011
H -3.0705 2.2635 -0.0856 0.413 -0.130 -0.024
H -4.7433 2.5426 0.2672 -0.151 0.131 -0.242
C -4.8051 -1.9746 0.5156 0.588 -0.374 0.950
C -5.3783 -0.7644 1.2216 0.681 0.305 0.221
C -4.2857 0.0948 1.9934 -1.381 -1.142 -0.797
O -4.9003 1.2836 2.4429 0.454 -0.263 0.332
C -4.0735 1.9649 3.3479 -0.785 1.276 0.790
N -6.0892 -0.0144 0.2036 0.096 0.528 0.770
H -5.5906 -2.5338 0.0073 0.102 0.344 -0.356
H -4.3721 -2.6894 1.2152 0.184 -0.004 0.224
H -3.9810 -1.6567 -0.1232 -0.225 -0.182 -0.503
H -6.0739 -1.0869 1.9963 -0.185 0.011 0.044
H -3.4259 0.3906 1.3923 0.261 -0.367 -0.297
H -3.9881 -0.5508 2.8197 0.424 0.211 0.328
H -4.6395 2.8458 3.6509 -0.091 0.115 -0.008
H -3.1287 2.3626 2.9774 0.255 -0.422 -0.606
H -3.8742 1.4458 4.2854 0.047 -0.591 -0.110
H -5.3520 0.3567 -0.3786 -0.095 -0.249 -0.732
H -6.3596 0.8322 0.6835 -0.780 0.346 0.044
C 4.1238 5.2350 5.8117 -0.455 -0.420 1.130
C 2.7513 4.5383 6.1223 1.396 1.328 -0.976
C 2.6995 3.1367 5.5416 -1.177 -0.612 1.447
O 1.3545 2.6899 5.8338 0.015 -0.229 -1.109
C 1.1192 1.3014 5.6265 0.117 -0.165 0.241
N 2.2900 4.6359 7.5221 0.269 -0.287 -1.185
H 4.9631 4.7076 6.2651 0.128 -0.201 -0.175
H 4.1495 6.2326 6.2503 -0.247 0.035 -0.015
H 4.2897 5.3330 4.7389 0.029 -0.192 0.077
H 2.1245 5.1598 5.4829 -0.895 -0.074 0.311
H 3.3638 2.4871 6.1116 0.461 -0.169 -0.046
H 2.9509 3.0588 4.4839 -0.131 0.131 -0.144
H 0.0582 1.0569 5.6784 -0.082 0.514 0.256
H 1.6299 0.7338 6.4044 0.134 -0.192 0.072
H 1.4176 0.9049 4.6560 0.395 0.335 -0.293
H 1.4989 4.0080 7.5168 -0.625 0.127 0.278
H 2.9293 4.1457 8.1313 0.580 0.086 0.141
C 2.9747 -3.2360 4.0231 0.480 -0.533 0.514
C 2.9035 -1.8473 3.3996 1.456 -0.811 1.221
C 3.9721 -1.6421 2.3163 -0.073 0.579 0.057
O 5.3102 -1.5922 2.8772 -0.983 -0.172 -0.552
C 6.2957 -1.1029 1.9771 0.249 -0.261 0.128
N 1.5367 -1.6116 2.9971 0.314 0.438 -0.865
H 2.5002 -3.9828 3.3866 0.046 -0.015 -0.184
H 2.4581 -3.2716 4.9823 -0.276 0.176 -0.056
H 3.9800 -3.5758 4.2725 0.221 0.138 -0.314
H 3.1782 -1.1510 4.1919 -0.129 0.347 0.065
H 3.7468 -0.6831 1.8498 0.066 0.346 -0.241
H 3.8638 -2.3918 1.5326 0.324 -0.313 -0.067
H 7.2686 -1.2045 2.4580 -0.144 0.144 0.316
H 6.1417 -0.0580 1.7076 -0.192 0.186 0.059
H 6.4164 -1.6522 1.0434 -0.554 -0.346 -0.110
H 1.3175 -2.3346 2.3268 -0.244 -0.306 -0.414
H 0.9506 -1.8494 3.7846 -0.256 -0.024 0.369
C -2.3290 -4.9374 0.8487 -1.094 0.202 0.495
C -2.5376 -5.8550 -0.3380 0.654 0.849 0.160
C -3.6805 -5.3933 -1.2893 1.511 -0.312 -0.206
O -3.3035 -4.1426 -1.9694 -0.831 -1.404 0.833
C -4.2221 -3.8565 -3.0089 0.424 0.394 -0.413
N -1.2569 -5.8325 -1.0303 0.139 -0.138 -1.247
H -3.2356 -4.8497 1.4474 -0.064 0.096 0.249
H -2.0693 -3.9475 0.4737 -0.003 0.114 0.065
H -1.5216 -5.2848 1.4933 0.009 -0.087 -0.032
H -2.6432 -6.8919 -0.0189 -0.815 0.011 0.031
H -4.6363 -5.3600 -0.7663 -0.054 0.566 0.107
H -3.7636 -6.1987 -2.0191 -0.085 0.123 -0.443
H -5.2291 -3.6567 -2.6427 -0.097 -0.111 0.097
H -4.2336 -4.6118 -3.7947 -0.160 -0.566 0.244
H -3.8720 -2.9803 -3.5547 0.093 0.312 0.386
H -0.5263 -5.7689 -0.3359 0.109 -0.148 0.088
H -1.2240 -4.9296 -1.4817 0.145 0.056 -0.382
```
Forces are in eV/Å.

Its net charge is +1. The value obtained for the highest occupied orbital energy (alpha / beta) is -10.319 / -10.319 eV. The multiplicity is 2. The total energy comes out at -3104.0241 a.u. The HOMO-LUMO gap (alpha / beta) is 0.275 / 0.087 Ha.

Atom charges from the Mulliken analysis, given in e for atoms 1 to 6:
1 C 0.9701
2 C 0.9952
3 O -0.3980
4 H -0.6133
5 H -0.4603
6 H 0.2477